Entry 1:
C5H9NO as an isolated structure, computed with the ωB97M-V functional and the def2-TZVPD basis.

CARTESIAN COORDINATES (ANGSTROEM)
C (1.173, -1.164, -0.023)
C (0.586, 0.061, 0.406)
O (1.520, 0.913, 1.011)
C (-0.155, 0.651, -0.812)
N (-1.337, 1.111, -0.083)
C (-2.016, -0.148, 0.277)
C (-0.822, 0.279, 1.031)
H (2.228, -1.336, 0.162)
H (1.670, -0.269, -1.462)
H (0.552, -2.028, -0.241)
H (1.418, 1.783, 0.597)
H (-0.407, -0.023, -1.638)
H (1.395, 0.530, -1.621)
H (-1.963, -0.981, -0.422)
H (-2.983, -0.016, 0.759)
H (-0.859, 0.636, 2.058)

Values from the calculation:
spin multiplicity = 1
ΔE to the lowest compared entry with this formula, charge and spin = 186.3 kcal/mol

Entry 2:
One molecule with the formula C5H8O, computed with the ωB97M-V functional and the def2-TZVPD basis.

CARTESIAN COORDINATES (ANGSTROEM)
C (-2.194, 0.301, 0.186)
O (-1.741, -1.030, 0.244)
C (-0.705, -1.314, -0.667)
C (0.538, -0.603, -0.348)
C (1.534, -0.023, -0.009)
C (2.583, 0.869, 0.491)
H (-2.529, 0.569, -0.829)
H (-3.044, 0.371, 0.870)
H (-1.420, 1.016, 0.499)
H (-0.529, -2.390, -0.602)
H (-1.008, -1.069, -1.697)
H (3.105, 0.419, 1.347)
H (3.325, 1.108, -0.275)
H (2.086, 1.775, 0.790)

Values from the calculation:
structure (SMILES) = CC#CCOC
spin multiplicity = 1
ΔE to the lowest compared entry with this formula, charge and spin = 56.8 kcal/mol

Entry 3:
A 7-piece molecular cluster, C26H69N6O8 overall in a non-equilibrium geometry, computed with the ωB97M-V functional and the def2-TZVPD basis.

CARTESIAN COORDINATES (ANGSTROEM)
C (0.226, 1.067, 1.036)
C (-0.599, 0.167, 0.103)
O (-1.388, 0.742, -0.659)
O (-0.329, -1.013, 0.117)
H (1.266, 0.802, 0.848)
H (-0.130, 0.874, 2.048)
H (0.169, 2.131, 0.807)
C (2.710, -3.960, -3.120)
C (1.534, -3.096, -2.748)
C (1.547, -1.732, -3.499)
O (0.498, -0.923, -3.061)
C (0.659, 0.399, -3.526)
N (0.246, -3.759, -2.839)
H (3.629, -3.383, -3.012)
H (2.668, -4.301, -4.155)
H (2.848, -4.769, -2.403)
H (1.640, -2.845, -1.692)
H (1.311, -1.982, -4.533)
H (2.541, -1.291, -3.428)
H (1.030, 0.482, -4.548)
H (1.389, 1.000, -2.983)
H (-0.227, 1.007, -3.343)
H (0.237, -4.549, -2.210)
H (0.193, -4.165, -3.762)
C (1.846, -2.948, 2.789)
C (1.014, -3.974, 1.967)
C (0.786, -5.381, 2.613)
O (1.987, -6.047, 2.725)
C (1.769, -7.487, 2.957)
N (-0.279, -3.335, 1.760)
H (2.871, -3.259, 2.989)
H (1.339, -2.600, 3.688)
H (1.850, -2.059, 2.157)
H (1.537, -4.160, 1.029)
H (0.099, -5.916, 1.958)
H (0.371, -5.252, 3.612)
H (1.172, -7.570, 3.865)
H (2.756, -7.939, 3.057)
H (1.217, -7.959, 2.144)
H (-0.169, -2.387, 1.430)
H (-0.789, -3.797, 1.020)
C (-2.579, 4.013, 1.175)
C (-3.946, 3.480, 0.737)
C (-4.610, 4.571, -0.134)
O (-3.662, 5.031, -1.143)
C (-4.115, 5.997, -2.028)
N (-3.712, 2.274, 0.002)
H (-2.710, 4.972, 1.675)
H (-1.940, 4.099, 0.296)
H (-2.182, 3.253, 1.848)
H (-4.633, 3.174, 1.526)
H (-4.836, 5.341, 0.603)
H (-5.559, 4.262, -0.572)
H (-4.537, 6.842, -1.485)
H (-4.899, 5.591, -2.667)
H (-3.340, 6.521, -2.588)
H (-3.488, 2.411, -0.973)
H (-2.860, 1.798, 0.260)
C (-2.415, -1.441, 3.195)
C (-3.273, -2.585, 3.786)
C (-2.922, -3.900, 3.173)
O (-3.617, -4.988, 3.804)
C (-3.349, -6.276, 3.192)
N (-3.019, -2.507, 5.154)
H (-2.915, -0.479, 3.308)
H (-2.273, -1.498, 2.116)
H (-1.427, -1.290, 3.630)
H (-4.327, -2.398, 3.581)
H (-1.910, -4.171, 3.475)
H (-3.087, -3.934, 2.096)
H (-4.147, -6.595, 2.521)
H (-3.486, -7.024, 3.973)
H (-2.372, -6.372, 2.718)
H (-2.042, -2.755, 5.218)
H (-3.432, -3.362, 5.497)
C (-1.118, 4.638, -4.263)
C (-0.465, 4.087, -3.021)
C (-0.042, 5.195, -1.995)
O (0.781, 6.313, -2.553)
C (0.561, 7.597, -1.908)
N (-1.438, 3.156, -2.470)
H (-1.444, 3.882, -4.977)
H (-0.299, 5.145, -4.772)
H (-1.926, 5.339, -4.055)
H (0.437, 3.506, -3.210)
H (0.489, 4.715, -1.174)
H (-0.881, 5.597, -1.427)
H (1.397, 8.276, -2.075)
H (0.405, 7.446, -0.840)
H (-0.367, 8.085, -2.206)
H (-1.032, 2.669, -1.684)
H (-2.244, 3.638, -2.098)
C (6.395, -0.349, -0.912)
C (5.262, -0.021, 0.050)
C (4.431, 1.231, -0.491)
O (3.939, 2.065, 0.544)
C (2.891, 2.979, 0.285)
N (4.387, -1.169, 0.032)
H (6.976, -1.183, -0.519)
H (7.035, 0.533, -0.927)
H (5.938, -0.649, -1.855)
H (5.664, 0.136, 1.051)
H (3.608, 0.973, -1.158)
H (5.074, 1.859, -1.108)
H (2.078, 2.578, -0.320)
H (3.321, 3.816, -0.265)
H (2.662, 3.552, 1.184)
H (4.601, -1.815, 0.778)
H (3.503, -0.707, 0.190)

Values from the calculation:
electronic energy = -53397.994 eV
spin multiplicity = 1
total charge = -1

Entry 4:
A 2-piece molecular cluster, C9H14O overall in a non-equilibrium geometry, computed with the ωB97M-V functional and the def2-TZVPD basis.

CARTESIAN COORDINATES (ANGSTROEM)
C (2.072, 0.141, -1.564)
C (0.238, -1.570, -1.166)
C (0.634, -0.277, -1.436)
C (-1.105, -1.923, -1.119)
C (-0.364, 0.674, -1.670)
C (-2.052, -0.923, -1.204)
C (-1.703, 0.408, -1.440)
H (1.027, -2.285, -0.959)
H (-1.431, -2.922, -0.901)
H (2.176, 1.222, -1.462)
H (2.457, -0.153, -2.548)
H (-0.152, 1.693, -2.016)
H (-3.094, -1.209, -1.295)
H (-2.494, 1.149, -1.393)
H (2.690, -0.393, -0.857)
C (0.666, 1.295, 2.275)
C (-0.558, 0.392, 2.343)
O (1.531, 0.928, 3.376)
H (1.315, 1.140, 1.405)
H (0.429, 2.360, 2.364)
H (-1.439, 0.912, 2.745)
H (1.290, 1.357, 4.211)
H (-0.388, -0.464, 2.991)
H (-1.016, 0.063, 1.400)

Values from the calculation:
structure (SMILES) = Cc1ccccc1.CCO
spin multiplicity = 1
ΔE to the lowest compared entry with this formula, charge and spin = 17.8 kcal/mol